# C10H21N4O

The ion C10H21N4O with charge +1 in a non-equilibrium geometry (ωB97M-V/def2-TZVPD, the OMol25 dataset).

Geometry as ORCA input:
```
! wB97M-V def2-TZVPD RIJCOSX def2/J DEFGRID3
* xyz 1 1
C 0.6890 -2.0550 -2.6252
H -2.7556 0.5820 2.1910
H -1.4436 -1.2250 4.1499
H 0.3076 0.5078 -3.2331
H -0.0241 1.6171 1.3547
H 1.2022 -1.9612 -3.6757
N -0.7553 0.1337 2.5155
C 0.7536 1.1417 -2.5820
C -1.9887 0.0421 1.7500
H 2.4131 -0.5242 -2.1276
H 0.7132 -3.0714 -2.3736
H 1.9203 -2.6865 0.8901
C 1.5962 -1.2116 -1.6290
C -1.0356 -0.1407 3.9436
N 0.8398 -0.3193 -0.6716
H -0.7932 2.5784 -2.1380
H -0.1115 0.1317 4.5667
H -0.0721 2.6922 -3.7438
N 0.4372 0.7928 -1.2654
H 2.2598 -1.9236 -1.0490
C 0.2078 -2.2174 2.1857
H 1.7748 1.1398 -2.7879
H 0.6514 1.6225 3.1229
H -1.8714 0.4585 0.7676
H 0.4865 -3.1504 0.0749
H -0.3151 -1.5198 -2.5303
C -0.1992 1.5134 2.4091
H 0.8834 3.2526 -2.3480
O 0.0526 -3.1611 2.9126
C 0.1399 -0.8550 1.9601
N 0.9812 -2.3313 0.6803
H -1.0690 2.1921 2.8160
C 0.1727 2.5402 -2.7664
H -2.2343 -1.0235 1.6889
C 0.5820 -0.9046 0.4980
H -1.8994 0.4765 4.2581
*
```

Electronic energy   -18705.1068 eV
HOMO-LUMO gap (spin up / spin down)   7.7 / 7.7 eV